No. 1
C13H17N3O5Tc | wB97M-V/def2-TZVPD

Results
Gap between HOMO and LUMO (spin up / spin down), eV: 7.291 / 7.363
Electronic energy, Ha: -1126.28106
Net charge: +2
Spin multiplicity: 4
Strongest force on any atom, eV Å⁻¹: 0.23
HOMO level (spin up / spin down), eV: -16.80 / -16.88

Geometry (Å):
Tc 0.134 -0.192 -0.036
O -0.225 5.933 0.223
C -0.081 4.630 0.179
C 1.062 3.951 0.654
C 1.075 2.588 0.550
N 0.056 1.909 0.025
C -1.027 2.541 -0.440
C -1.148 3.898 -0.388
C -2.014 1.559 -1.002
O -3.060 1.761 -1.495
O -1.478 0.279 -0.833
C 2.178 1.655 0.967
O 3.223 1.927 1.433
O 1.766 0.357 0.703
H 0.526 6.399 0.618
H 1.907 4.472 1.088
H -2.027 4.403 -0.767
C -1.459 -4.911 -0.222
C -0.037 -4.916 0.325
N 0.941 -4.278 -0.592
C 1.848 -5.196 -1.330
C 1.163 -5.848 -2.519
C 0.985 -2.993 -0.761
C 1.925 -2.355 -1.736
N 0.199 -2.152 -0.025
H -2.116 -5.398 0.497
H -1.520 -5.461 -1.159
H -1.844 -3.905 -0.400
H 0.308 -5.936 0.471
H 0.036 -4.431 1.301
H 2.171 -5.940 -0.605
H 2.734 -4.643 -1.625
H 0.340 -6.489 -2.207
H 1.884 -6.470 -3.047
H 0.780 -5.104 -3.220
H 2.933 -2.318 -1.317
H 1.611 -1.332 -1.957
H 1.959 -2.892 -2.681
H -0.387 -2.626 0.658

No. 2
C13H17N3O7S2Tc | wB97M-V/def2-TZVPD

Results
Gap between HOMO and LUMO (spin up / spin down), eV: 5.684 / 5.696
Electronic energy, Ha: -2073.05949
Net charge: +2
Spin multiplicity: 2
Strongest force on any atom, eV Å⁻¹: 1.03
HOMO level (spin up / spin down), eV: -14.37 / -14.15

Geometry (Å):
Tc -0.313 1.068 -0.158
O -4.264 -0.125 -1.485
S -3.046 -0.330 -0.795
O -1.976 -0.953 -1.838
O -2.373 0.874 -0.288
C -3.216 -1.471 0.510
C -4.384 -2.214 0.467
C -4.717 -3.018 1.551
C -3.897 -3.060 2.660
C -2.713 -2.323 2.701
C -2.359 -1.520 1.638
S -0.745 -0.779 1.739
O -0.797 0.718 1.876
O -0.021 -1.463 2.744
O -0.219 -0.924 0.331
H -5.037 -2.142 -0.392
H -5.629 -3.597 1.521
H -4.165 -3.677 3.507
H -2.049 -2.389 3.552
C 3.904 2.671 -0.928
N 3.784 2.010 0.371
C 5.008 1.966 1.187
C 2.643 1.484 0.768
C 2.500 0.924 2.146
O 1.658 1.470 -0.036
H 4.629 3.475 -0.838
H 2.949 3.090 -1.226
H 4.257 1.969 -1.686
H 5.861 1.958 0.515
H 5.046 1.065 1.789
H 5.080 2.842 1.831
H 3.122 1.448 2.865
H 2.776 -0.133 2.147
H 1.462 0.996 2.461
N 0.275 -0.313 -4.060
C -0.956 -0.624 -3.959
C -1.453 0.035 -2.712
N -0.238 0.701 -2.146
C 0.726 0.483 -2.980
H 0.869 -0.595 -4.839
H -1.508 -1.216 -4.677
H -2.216 0.787 -2.951
H 1.741 0.830 -2.882

No. 3
C13H17OP | wB97M-V/def2-TZVPD

Results
Gap between HOMO and LUMO (spin up / spin down), eV: 5.927 / 6.425
Electronic energy, Ha: -921.93822
Net charge: 0
Strongest force on any atom, eV Å⁻¹: 4.38
HOMO level (spin up / spin down), eV: -7.08 / -7.03

Geometry (Å):
C -3.246 3.855 -0.912
C -2.385 3.735 0.126
C -3.334 2.856 -1.837
C -1.582 2.651 0.225
C -2.540 1.703 -1.756
C -1.703 1.537 -0.657
C -0.914 0.368 -0.438
C -0.799 -0.628 -1.348
C 2.044 -1.306 0.609
C 1.483 -2.258 1.359
C 0.289 -1.930 2.294
C 2.002 -3.718 1.472
C 3.624 -0.323 -0.911
O 3.219 -1.459 -0.028
P -0.021 -2.279 -1.310
H -3.619 4.833 -1.146
H -2.428 4.507 0.892
H -3.929 3.047 -2.741
H -1.082 2.478 1.178
H -2.655 0.903 -2.483
H -0.611 0.419 0.579
H -1.207 -0.646 -2.322
H 1.723 -0.271 0.925
H 0.331 -2.616 3.140
H -0.596 -2.000 1.741
H 0.454 -0.815 2.493
H 1.858 -4.093 0.372
H 1.337 -4.466 2.072
H 2.983 -3.988 1.760
H 3.439 0.572 -0.459
H 3.189 -0.349 -1.857
H 4.674 -0.318 -1.031

No. 4
C13H17OP | wB97M-V/def2-TZVPD

Results
Gap between HOMO and LUMO (spin up / spin down), eV: 8.334 / 6.353
Electronic energy, Ha: -921.87281
Net charge: 0
Strongest force on any atom, eV Å⁻¹: 5.54
HOMO level (spin up / spin down), eV: -9.25 / -7.93

Geometry (Å):
C -4.255 -1.000 -1.417
C -3.493 0.032 -1.417
C -4.652 -1.418 -0.147
C -4.112 -0.696 0.956
C -3.270 0.385 0.755
C -2.778 0.650 -0.542
C 2.336 -1.990 0.459
C 3.073 -0.832 -0.189
C 0.874 -2.043 -0.045
C 2.451 0.553 0.019
C 0.210 -0.662 0.174
C 0.981 0.532 -0.490
C 1.060 3.462 -0.839
O 0.492 2.313 1.501
P 0.205 2.137 0.122
H -5.260 -2.270 0.166
H -4.350 -1.084 1.955
H -2.847 0.870 1.646
H 2.776 -2.840 0.054
H 2.442 -1.972 1.567
H 4.041 -0.823 0.342
H 3.381 -0.887 -1.209
H 0.965 -2.419 -1.018
H 0.278 -2.756 0.590
H 2.233 0.669 1.033
H 3.131 1.375 -0.345
H -0.849 -0.407 -0.093
H 0.467 -0.476 1.188
H 0.881 0.626 -1.582
H 1.156 2.930 -1.798
H 0.433 4.443 -0.933
H 2.000 3.598 -0.464

No. 5
C13H18Br12N4O8 | wB97M-V/def2-TZVPD

Results
Gap between HOMO and LUMO, eV: 9.321
Electronic energy, Ha: -32214.75092
Net charge: 0
Strongest force on any atom, eV Å⁻¹: 4.93
HOMO level, eV: -10.11

Geometry (Å):
C 5.287 4.183 -1.432
N 5.740 5.050 -0.321
O 6.659 5.813 -0.527
O 4.916 5.034 0.570
H 4.419 3.600 -1.122
H 6.212 3.620 -1.550
H 5.149 4.785 -2.331
C 0.629 -0.557 1.116
N 0.610 0.615 2.099
O 1.518 0.568 2.919
O -0.179 1.461 1.944
H -0.289 -1.052 1.430
H 1.549 -1.136 1.197
H 0.576 -0.276 0.064
C -6.462 0.400 4.245
N -5.781 -0.702 4.891
O -6.484 -1.282 5.712
O -4.585 -0.806 4.666
H -6.657 1.179 4.982
H -7.396 0.105 3.767
H -5.771 0.916 3.578
C -0.096 -5.626 -9.579
C 1.055 -5.834 -8.834
C 1.188 -5.397 -7.508
C 0.046 -4.740 -6.960
C -1.102 -4.465 -7.746
C -1.138 -4.937 -9.044
N 0.072 -4.402 -5.495
O 0.898 -4.942 -4.737
O -0.829 -3.744 -5.010
H -0.044 -5.929 -10.615
H 1.866 -6.375 -9.299
H 2.059 -5.744 -6.972
H -1.933 -3.912 -7.334
H -2.047 -4.762 -9.602
C 1.446 -1.634 8.438
Br 1.780 -2.940 6.906
Br 2.929 -1.867 9.698
Br -0.239 -2.068 9.309
H 1.437 -0.594 8.112
C -4.216 1.461 -3.701
Br -4.661 2.896 -2.396
Br -3.132 2.207 -5.235
Br -5.932 0.666 -4.408
H -3.716 0.678 -3.131
C -4.243 6.534 4.729
Br -4.135 8.388 5.158
Br -5.873 6.054 3.658
Br -4.023 5.241 6.272
H -3.464 6.298 4.004
C 7.153 1.622 4.995
Br 7.381 -0.327 5.127
Br 8.941 2.528 4.939
Br 6.101 2.385 6.396
H 6.812 1.763 3.969

No. 6
C13H18BrN3OS | wB97M-V/def2-TZVPD

Results
Gap between HOMO and LUMO, eV: 8.750
Electronic energy, Ha: -3717.87432
Net charge: 0
Structure (SMILES): S=C(NCCN1CCOCC1)Nc1ccc(Br)cc1
Strongest force on any atom, eV Å⁻¹: 0.93
HOMO level, eV: -8.35

Geometry (Å):
S 1.628 1.007 0.696
C 1.113 -0.531 0.989
N -0.209 -0.807 1.124
H -0.499 -1.775 1.121
C -1.246 0.165 0.874
H -2.132 -0.137 1.435
H -0.903 1.134 1.244
C -1.563 0.304 -0.623
N -2.570 1.321 -0.837
C -2.455 1.982 -2.127
C -3.466 3.126 -2.186
O -4.783 2.660 -2.004
C -4.900 1.999 -0.768
C -3.924 0.826 -0.668
H -4.022 0.361 0.314
H -4.178 0.078 -1.442
H -5.932 1.650 -0.701
H -4.695 2.702 0.054
H -3.445 3.610 -3.164
H -3.219 3.861 -1.406
H -1.446 2.384 -2.229
H -2.650 1.283 -2.960
H -1.865 -0.676 -1.035
H -0.644 0.613 -1.126
N 1.918 -1.621 1.163
C 3.301 -1.778 1.156
C 3.789 -3.030 1.541
C 5.143 -3.291 1.556
C 6.027 -2.293 1.179
C 5.565 -1.049 0.788
C 4.208 -0.791 0.774
H 3.855 0.179 0.471
H 6.260 -0.279 0.493
Br 7.899 -2.647 1.197
H 5.509 -4.260 1.857
H 3.099 -3.808 1.835
H 1.432 -2.474 1.415

No. 7
C13H18ClNO3PtS | wB97M-V/def2-TZVPD

Results
Gap between HOMO and LUMO, eV: 7.835
Electronic energy, Ha: -1764.30678
Net charge: 0
Strongest force on any atom, eV Å⁻¹: 1.24
HOMO level, eV: -7.86

Geometry (Å):
Pt 0.933 1.609 0.130
N 2.944 0.844 0.073
C 3.306 0.100 1.300
C 2.186 0.097 2.340
O 2.463 -0.261 3.470
O 1.016 0.385 1.883
H 3.058 0.259 -0.746
H 3.549 1.643 -0.067
H 4.226 0.477 1.738
H 3.466 -0.949 1.045
O -1.215 -0.429 -0.255
S -0.573 -1.678 -0.761
C -1.881 -2.962 -0.775
C -1.413 -4.130 0.080
C -0.687 -3.494 1.262
C 0.269 -2.479 0.650
H -2.130 -3.221 -1.803
H -2.725 -2.438 -0.322
H -0.722 -4.763 -0.484
H -2.253 -4.754 0.386
H -0.155 -4.228 1.867
H -1.401 -2.984 1.910
H 1.167 -2.960 0.254
H 0.546 -1.660 1.313
Cl -4.278 1.332 -1.286
C -2.688 2.008 -1.128
C -2.191 2.311 0.085
C -0.858 2.836 0.202
C -0.106 3.079 -1.008
C 1.260 3.446 -0.788
C -0.683 2.714 -2.275
C -1.932 2.204 -2.323
H -2.789 2.168 0.974
H -0.613 3.381 1.109
H 1.447 4.151 0.017
H 1.943 3.558 -1.623
H -0.103 2.860 -3.177
H -2.381 1.929 -3.268

No. 8
C13H18ClNO3S | wB97M-V/def2-TZVPD

Results
Gap between HOMO and LUMO, eV: 9.515
Electronic energy, Ha: -1645.00595
Net charge: 0
Structure (SMILES): CCOc1ccc(Cl)cc1S(=O)(=O)NC1CCCC1
Strongest force on any atom, eV Å⁻¹: 0.89
HOMO level, eV: -8.95

Geometry (Å):
C 1.279 3.508 0.722
C 1.400 2.954 -0.694
H 0.614 3.374 -1.327
H 2.370 3.204 -1.136
O 1.177 1.552 -0.746
C 2.177 0.689 -0.461
C 3.454 1.032 -0.019
C 4.389 0.048 0.254
C 4.064 -1.290 0.096
C 2.802 -1.649 -0.354
C 1.879 -0.665 -0.628
S 0.282 -1.153 -1.289
O 0.070 -0.504 -2.553
O 0.212 -2.582 -1.266
N -0.761 -0.535 -0.125
H -0.570 0.459 -0.091
C -2.170 -0.772 -0.436
H -2.334 -0.582 -1.505
C -2.565 -2.218 -0.081
C -3.530 -2.106 1.101
H -4.227 -2.940 1.146
C -4.223 -0.768 0.862
H -4.733 -0.388 1.747
H -4.952 -0.865 0.056
C -3.071 0.132 0.423
H -3.407 1.014 -0.120
H -2.508 0.454 1.300
H -2.973 -2.068 2.038
H -1.679 -2.802 0.151
H -3.061 -2.682 -0.932
H 2.513 -2.677 -0.503
Cl 5.231 -2.506 0.449
H 5.375 0.325 0.594
H 3.739 2.063 0.116
H 0.293 3.289 1.124
H 2.023 3.067 1.381
H 1.419 4.585 0.704

Copy entry 2 word for word.
C13H17N3O7S2Tc | wB97M-V/def2-TZVPD

Results
Gap between HOMO and LUMO (spin up / spin down), eV: 5.684 / 5.696
Electronic energy, Ha: -2073.05949
Net charge: +2
Spin multiplicity: 2
Strongest force on any atom, eV Å⁻¹: 1.03
HOMO level (spin up / spin down), eV: -14.37 / -14.15

Geometry (Å):
Tc -0.313 1.068 -0.158
O -4.264 -0.125 -1.485
S -3.046 -0.330 -0.795
O -1.976 -0.953 -1.838
O -2.373 0.874 -0.288
C -3.216 -1.471 0.510
C -4.384 -2.214 0.467
C -4.717 -3.018 1.551
C -3.897 -3.060 2.660
C -2.713 -2.323 2.701
C -2.359 -1.520 1.638
S -0.745 -0.779 1.739
O -0.797 0.718 1.876
O -0.021 -1.463 2.744
O -0.219 -0.924 0.331
H -5.037 -2.142 -0.392
H -5.629 -3.597 1.521
H -4.165 -3.677 3.507
H -2.049 -2.389 3.552
C 3.904 2.671 -0.928
N 3.784 2.010 0.371
C 5.008 1.966 1.187
C 2.643 1.484 0.768
C 2.500 0.924 2.146
O 1.658 1.470 -0.036
H 4.629 3.475 -0.838
H 2.949 3.090 -1.226
H 4.257 1.969 -1.686
H 5.861 1.958 0.515
H 5.046 1.065 1.789
H 5.080 2.842 1.831
H 3.122 1.448 2.865
H 2.776 -0.133 2.147
H 1.462 0.996 2.461
N 0.275 -0.313 -4.060
C -0.956 -0.624 -3.959
C -1.453 0.035 -2.712
N -0.238 0.701 -2.146
C 0.726 0.483 -2.980
H 0.869 -0.595 -4.839
H -1.508 -1.216 -4.677
H -2.216 0.787 -2.951
H 1.741 0.830 -2.882

Copy entry 8 word for word.
C13H18ClNO3S | wB97M-V/def2-TZVPD

Results
Gap between HOMO and LUMO, eV: 9.515
Electronic energy, Ha: -1645.00595
Net charge: 0
Structure (SMILES): CCOc1ccc(Cl)cc1S(=O)(=O)NC1CCCC1
Strongest force on any atom, eV Å⁻¹: 0.89
HOMO level, eV: -8.95

Geometry (Å):
C 1.279 3.508 0.722
C 1.400 2.954 -0.694
H 0.614 3.374 -1.327
H 2.370 3.204 -1.136
O 1.177 1.552 -0.746
C 2.177 0.689 -0.461
C 3.454 1.032 -0.019
C 4.389 0.048 0.254
C 4.064 -1.290 0.096
C 2.802 -1.649 -0.354
C 1.879 -0.665 -0.628
S 0.282 -1.153 -1.289
O 0.070 -0.504 -2.553
O 0.212 -2.582 -1.266
N -0.761 -0.535 -0.125
H -0.570 0.459 -0.091
C -2.170 -0.772 -0.436
H -2.334 -0.582 -1.505
C -2.565 -2.218 -0.081
C -3.530 -2.106 1.101
H -4.227 -2.940 1.146
C -4.223 -0.768 0.862
H -4.733 -0.388 1.747
H -4.952 -0.865 0.056
C -3.071 0.132 0.423
H -3.407 1.014 -0.120
H -2.508 0.454 1.300
H -2.973 -2.068 2.038
H -1.679 -2.802 0.151
H -3.061 -2.682 -0.932
H 2.513 -2.677 -0.503
Cl 5.231 -2.506 0.449
H 5.375 0.325 0.594
H 3.739 2.063 0.116
H 0.293 3.289 1.124
H 2.023 3.067 1.381
H 1.419 4.585 0.704

Which of these has the lowest strongest force on any atom? C13H17N3O5Tc